[1]
C20H22CuIN4O2 as an isolated structure. Source: OMol25; level of theory: wB97M-V/def2-TZVPD.

Its frontier orbital gap (spin up / spin down) is 7.7 / 6.2 eV. The value obtained for the energy is -83887.052 eV. The calculation puts the energy above the lowest of the compared OMol25 structures with the same formula, charge and spin at 0.00 kJ/mol.

```
! wB97M-V def2-TZVPD RIJCOSX def2/J DEFGRID3
* xyz 1 2
Cu -0.2590 0.3831 0.5779
C -1.6728 2.9909 -2.9265
C -0.2112 2.6842 -2.8537
N 0.5840 3.1411 -3.7803
C 1.9073 2.8802 -3.7264
C 2.4942 2.1407 -2.7404
C 3.9780 1.8803 -2.7868
O 4.6628 2.3046 -1.6142
C 1.6606 1.6166 -1.7088
C 2.2474 0.8192 -0.6833
N 1.6243 0.1894 0.2705
C 2.4197 -0.5872 1.1649
C 3.4903 -1.3478 0.7054
C 4.2653 -2.0738 1.5952
C 3.9733 -2.0655 2.9496
C 2.8876 -1.3425 3.4190
C 2.1192 -0.6199 2.5243
I 0.4405 0.4229 3.1992
C 0.2801 1.8996 -1.7515
O -0.5838 1.5229 -0.8640
H -1.8710 3.5618 -3.8292
H -2.2580 2.0693 -2.9373
H -1.9936 3.5617 -2.0535
H 2.5017 3.2913 -4.5336
H 4.1778 0.8097 -2.8711
H 4.3958 2.3536 -3.6783
H 4.6062 3.2641 -1.5543
H 3.3311 0.7510 -0.6967
H 3.7039 -1.3858 -0.3544
H 5.0945 -2.6591 1.2227
H 4.5777 -2.6337 3.6426
H 2.6419 -1.3469 4.4719
N -2.1233 -0.1517 0.7618
C -3.2671 0.0105 0.6580
N -4.5390 0.1925 0.5330
C -5.3929 0.4700 1.7036
C -6.3597 -0.6829 1.9276
C -7.1363 -0.9970 0.6509
C -6.1889 -1.2978 -0.5082
C -5.2251 -0.1426 -0.7320
H -5.9322 1.3977 1.4972
H -4.7459 0.6386 2.5627
H -7.0403 -0.4172 2.7374
H -5.8000 -1.5644 2.2522
H -7.7716 -0.1443 0.3910
H -7.8023 -1.8431 0.8184
H -6.7478 -1.4715 -1.4286
H -5.6186 -2.2074 -0.3006
H -5.7580 0.7539 -1.0578
H -4.4654 -0.3752 -1.4761
*
```

[2]
An isolated ion of composition C20H22FN2 and charge +1 at a distorted geometry. Source: OMol25; level of theory: wB97M-V/def2-TZVPD.

Its frontier orbital gap is 9.3 eV. The value obtained for the energy is -26788.973 eV. The calculation puts the energy above the lowest of the compared OMol25 structures with the same formula, charge and spin at 0.00 kJ/mol.

```
! wB97M-V def2-TZVPD RIJCOSX def2/J DEFGRID3
* xyz 1 1
C 1.2657 2.3284 -1.2866
C 0.1167 1.8242 -0.4581
N 0.4794 0.5478 0.1668
C 1.7720 0.2478 0.3960
C 2.2983 -1.0067 1.0363
C 3.8044 -0.7299 1.1648
C 4.0738 0.6438 0.5360
N 2.7565 1.0947 0.1253
C 2.5340 2.3848 -0.4747
H 1.3896 1.6549 -2.1402
H 1.0229 3.3169 -1.6825
H -0.1459 2.5778 0.3040
H -0.7676 1.6677 -1.0897
H 1.8055 -1.2296 1.9926
H 2.1432 -1.8947 0.4165
H 4.1165 -0.7316 2.2151
H 4.3865 -1.4990 0.6445
H 4.5351 1.3446 1.2485
H 4.7486 0.5776 -0.3304
H 3.3989 2.6355 -1.0993
H 2.4429 3.1550 0.3088
F -5.1611 1.4932 3.1239
C -4.0870 1.1032 2.3595
C -2.8756 1.7646 2.5279
C -1.7498 1.2694 1.8598
C -1.8395 0.2038 0.9542
C -0.5695 -0.4123 0.3291
C -0.7792 -1.2207 -0.9610
C 0.1336 -2.2276 -1.2882
C -0.2578 -3.2953 -2.1001
C -1.4927 -3.2153 -2.7607
C -2.2178 -2.0338 -2.7301
C -1.8608 -1.0095 -1.8370
C -3.0941 -0.4052 0.7851
C -4.2326 0.0396 1.4683
H -2.7955 2.6189 3.1967
H -0.7837 1.7463 2.0494
H -0.2421 -1.1467 1.0816
H 1.1566 -2.1958 -0.9108
H 0.3892 -4.1626 -2.1826
H -1.8662 -4.0937 -3.2936
H -3.1212 -1.9357 -3.3351
H -2.4472 -0.0866 -1.7663
H -3.1934 -1.2459 0.0927
H -5.1894 -0.4624 1.3439
*
```

[3]
A single C20H22N2O3 molecule. Source: OMol25; level of theory: wB97M-V/def2-TZVPD.

Its frontier orbital gap is 8.8 eV. The value obtained for the energy is -30221.038 eV. The calculation puts the energy above the lowest of the compared OMol25 structures with the same formula, charge and spin at 65.54 kJ/mol.

```
! wB97M-V def2-TZVPD RIJCOSX def2/J DEFGRID3
* xyz 0 1
C 1.4315 1.4548 4.1599
H 1.3375 2.0867 5.0414
O 2.6851 1.7808 3.5944
C 3.0582 1.1621 2.4475
C 2.2766 0.2475 1.7518
C 2.7445 -0.3248 0.5747
C 4.0004 0.0091 0.0938
C 4.7863 0.9133 0.7919
C 4.3237 1.4913 1.9543
H 4.9206 2.2013 2.5043
H 5.7666 1.1718 0.4199
H 4.3655 -0.4375 -0.8192
C 1.8636 -1.2971 -0.1693
N 0.4906 -0.8431 -0.2011
C -0.4955 -1.4728 0.4621
O -0.3832 -2.5756 0.9531
C -1.8351 -0.7150 0.5294
N -1.7795 0.6270 -0.0232
C -1.4197 1.6350 0.8117
O -1.0500 1.4055 1.9499
C -1.4883 3.0397 0.2595
H -2.4743 3.2515 -0.1472
H -0.7441 3.1838 -0.5220
H -1.2763 3.7315 1.0703
C -2.2278 0.8354 -1.3913
C -2.1275 -0.4166 -2.2171
C -1.6990 -0.3927 -3.5346
C -1.6570 -1.5656 -4.2688
C -2.0348 -2.7632 -3.6855
C -2.4530 -2.7923 -2.3662
C -2.5090 -1.6204 -1.6309
C -2.8922 -1.5609 -0.1856
H -2.9075 -2.5548 0.2603
H -3.8780 -1.1028 -0.0639
H -2.7341 -3.7259 -1.9027
H -1.9955 -3.6778 -4.2578
H -1.3235 -1.5446 -5.2954
H -1.4001 0.5417 -3.9883
H -1.6345 1.6264 -1.8570
H -3.2789 1.1666 -1.3836
H -2.0759 -0.6220 1.5962
H 0.3427 0.1077 -0.5018
H 2.2267 -1.4347 -1.1933
H 1.8532 -2.2702 0.3328
H 1.2965 -0.0230 2.1116
H 0.6068 1.6591 3.4727
H 1.3977 0.4037 4.4626
*
```

[4]
A single C20H22N4O2S molecule at a distorted geometry. Source: OMol25; level of theory: wB97M-V/def2-TZVPD.

Its frontier orbital gap is 8.1 eV. The value obtained for the energy is -41986.265 eV. The calculation puts the energy above the lowest of the compared OMol25 structures with the same formula, charge and spin at 212.61 kJ/mol.

```
! wB97M-V def2-TZVPD RIJCOSX def2/J DEFGRID3
* xyz 0 1
O 1.7993 -2.0251 -4.8936
O 0.1855 0.7901 1.4418
N -4.9434 -0.7824 2.3399
S -4.5591 -3.1406 1.2464
C 1.1095 -1.8125 -3.9432
C 1.0349 1.3061 2.1635
C -5.4258 -2.0189 2.3186
C -3.9755 -0.7212 1.4113
C 1.3738 -0.6635 -3.1551
C -3.5205 -1.8991 0.7182
C 0.5078 -0.2992 -2.1827
C -2.4946 -3.2607 -1.0335
C -1.5996 -1.0431 -0.8728
C -1.7350 -3.4235 -2.1385
C -2.4975 -2.0212 -0.3872
C -0.5735 -1.3034 -1.8313
C -0.6868 -2.5398 -2.4950
N 0.2533 -2.8242 -3.5161
N 0.4936 1.5374 3.3844
N 0.7526 0.7479 -1.2899
C -0.8800 1.4643 3.8120
C 2.2879 3.1203 0.8756
C 3.2432 0.7507 0.7211
C 1.5342 2.9975 -0.4548
C 3.2254 1.0741 -0.8162
C 2.4291 1.7753 1.6604
C 1.9165 1.6892 -1.2732
H -6.3304 -2.1579 2.9397
H -3.4506 0.2494 1.4027
H 2.0975 -0.1243 -3.6256
H -3.2274 -4.1681 -0.8071
H -1.6311 -0.1303 -0.3570
H -1.6441 -4.3754 -2.7467
H -0.0087 -3.4398 -4.2593
H 1.1904 1.9628 3.9947
H 0.4183 0.5049 -0.3487
H -1.6091 1.9286 3.1206
H -1.1728 0.3974 3.8973
H -0.9076 1.8690 4.8510
H 1.8221 4.0183 1.5000
H 3.3198 3.3745 0.6124
H 4.2828 0.5158 0.9201
H 2.7561 -0.2354 0.8768
H 0.4446 2.8525 -0.3454
H 1.7032 3.8921 -0.9888
H 3.4340 0.2053 -1.5037
H 4.0561 1.7432 -1.1892
H 3.0195 1.7963 2.6274
H 2.1822 1.8468 -2.3812
*
```

[5]
A single C20H22N4O3S molecule at a distorted geometry. Source: OMol25; level of theory: wB97M-V/def2-TZVPD.

Its frontier orbital gap is 8.7 eV. The value obtained for the energy is -44036.540 eV. The calculation puts the energy above the lowest of the compared OMol25 structures with the same formula, charge and spin at 190.58 kJ/mol.

```
! wB97M-V def2-TZVPD RIJCOSX def2/J DEFGRID3
* xyz 0 1
C 3.3691 2.0523 4.6762
H 4.1216 2.4226 5.3666
H 3.2414 2.7753 3.8739
H 2.4265 1.9527 5.2083
C 3.7982 0.6982 4.1197
N 2.8251 0.1703 3.1954
C 2.6165 0.5590 1.8984
C 3.2648 1.4817 1.0961
C 2.7899 1.6559 -0.1968
C 1.7202 0.9091 -0.6552
C 1.0660 -0.0335 0.1228
C 1.5171 -0.1916 1.4172
N 1.0854 -0.9872 2.4452
C 1.8782 -0.7763 3.5558
O 1.7773 -1.3137 4.6326
C -0.0528 -1.8744 2.4291
C 0.2457 -3.1631 1.6700
H 1.0710 -3.6919 2.1407
H 0.5122 -2.9518 0.6371
H -0.6300 -3.8060 1.6805
H -0.2814 -2.0989 3.4739
H -0.8976 -1.3421 1.9810
H 0.2459 -0.6009 -0.2835
S 1.0891 1.1866 -2.2981
O 1.0209 -0.0399 -3.0334
O 1.7566 2.3003 -2.8956
N -0.5119 1.6484 -1.9343
C -1.5686 0.8792 -2.4023
C -1.6695 0.6290 -3.7620
C -2.7199 -0.1240 -4.2671
C -3.6924 -0.6089 -3.3962
C -3.6236 -0.3824 -2.0341
C -2.5406 0.3547 -1.5306
C -2.3713 0.5199 -0.1452
N -2.1678 0.6176 0.9825
C -4.6671 -0.9053 -1.0966
H -5.2303 -0.0795 -0.6611
H -5.3604 -1.5607 -1.6170
H -4.2085 -1.4552 -0.2756
H -4.5188 -1.1820 -3.7908
C -2.7942 -0.4002 -5.7349
H -2.7433 0.5294 -6.2987
H -1.9471 -1.0148 -6.0364
H -3.7133 -0.9200 -5.9928
H -0.9076 1.0247 -4.4135
H -0.6019 1.9658 -0.9797
H 3.2357 2.3710 -0.8682
H 4.1042 2.0526 1.4581
H 4.7614 0.7779 3.6079
H 3.8799 -0.0300 4.9307
*
```

[6]
A single C20H22N4O5S2 molecule at a distorted geometry. Source: OMol25; level of theory: wB97M-V/def2-TZVPD.

Its frontier orbital gap is 8.3 eV. The value obtained for the energy is -58963.857 eV. The calculation puts the energy above the lowest of the compared OMol25 structures with the same formula, charge and spin at 210.44 kJ/mol.

```
! wB97M-V def2-TZVPD RIJCOSX def2/J DEFGRID3
* xyz 0 1
C 6.2991 2.1309 0.1793
C 4.8081 2.1390 0.4912
N 4.2114 0.9188 -0.0175
S 4.6255 -0.5018 0.7825
O 5.2885 -1.3971 -0.1051
O 5.2729 -0.1538 2.0094
C 3.0053 -1.1768 1.1766
N 2.5086 -2.2481 0.6701
N 1.2429 -2.4561 0.9839
C 0.7516 -1.5226 1.7372
N -0.5441 -1.4939 2.1543
C -1.0538 -0.4416 2.8621
O -0.3836 0.5118 3.1809
C -2.5168 -0.6315 3.2398
O -3.2081 -1.5009 2.3821
C -3.6754 -0.9939 1.1852
C -3.2830 0.2149 0.6317
C -3.8417 0.6311 -0.5655
C -4.7716 -0.1467 -1.2394
C -5.1256 -1.3737 -0.6896
C -4.5922 -1.7941 0.5103
H -4.8791 -2.7363 0.9489
H -5.8309 -2.0066 -1.2068
C -5.4010 0.3179 -2.5170
H -6.3583 0.7962 -2.3056
H -5.5934 -0.5225 -3.1818
H -4.7669 1.0382 -3.0273
H -3.5327 1.5768 -0.9832
H -2.5442 0.8376 1.1132
H -2.5354 -1.1074 4.2279
H -2.9997 0.3494 3.3205
H -1.1549 -2.2557 1.8823
S 1.8905 -0.2680 2.1673
C 2.9407 0.8973 -0.6074
C 2.6368 -0.1767 -1.4381
C 1.3491 -0.3687 -1.9030
C 0.3408 0.5280 -1.5624
C 0.6643 1.6449 -0.7936
C 1.9438 1.8254 -0.3098
H 2.1540 2.6698 0.3279
H -0.1148 2.3489 -0.5499
O -0.9698 0.3977 -1.9159
C -1.3557 -0.7679 -2.6037
H -0.9158 -0.8022 -3.6057
H -2.4396 -0.7197 -2.6785
H -1.0714 -1.6700 -2.0531
H 1.1468 -1.2311 -2.5169
H 3.4123 -0.8885 -1.6720
H 4.6542 2.2179 1.5742
H 4.3246 2.9832 -0.0047
H 6.7707 1.2918 0.6811
H 6.4605 2.0322 -0.8905
H 6.7562 3.0542 0.5246
*
```

[7]
C20H22N6O3Pd as an isolated structure. Source: OMol25; level of theory: wB97M-V/def2-TZVPD.

Its frontier orbital gap is 7.9 eV. The value obtained for the energy is -39659.926 eV. The calculation puts the energy above the lowest of the compared OMol25 structures with the same formula, charge and spin at 32.16 kJ/mol.

```
! wB97M-V def2-TZVPD RIJCOSX def2/J DEFGRID3
* xyz 0 1
Pd 0.5358 -0.7948 -0.5327
O -3.8809 -1.3404 -1.3267
C -4.1268 -1.9529 -0.1472
C -5.4537 -2.2763 0.1330
C -5.7851 -2.8975 1.3191
C -4.7999 -3.2115 2.2529
C -3.4850 -2.9050 1.9726
C -3.1225 -2.2802 0.7757
C -1.6970 -1.9972 0.5015
O -1.4294 -1.1247 -0.4532
N -0.7873 -2.6151 1.1799
N 0.4850 -2.1749 0.8182
C 1.4359 -2.3661 1.6599
C 2.7894 -1.9025 1.5240
C 3.6857 -2.2493 2.5538
C 5.0034 -1.8705 2.5315
C 5.4623 -1.1171 1.4440
C 4.6142 -0.7554 0.4261
C 3.2507 -1.1216 0.4340
O 2.5152 -0.7565 -0.5850
H -2.9336 -1.1017 -1.3328
H -6.2052 -2.0215 -0.6026
H -6.8211 -3.1376 1.5225
H -5.0608 -3.6909 3.1865
H -2.6985 -3.1463 2.6742
H 1.1647 -2.9072 2.5627
H 3.3075 -2.8385 3.3820
H 5.6718 -2.1477 3.3344
H 6.5012 -0.8134 1.3997
H 4.9665 -0.1773 -0.4187
C -0.1493 1.4873 -2.5241
N -0.2570 2.9024 -2.8271
C 1.0784 3.4996 -2.7368
N 1.6650 3.3297 -1.4059
C 1.7609 1.9094 -1.1135
N 0.4208 1.2547 -1.1666
C -0.4660 1.9351 -0.1782
N -0.5730 3.3559 -0.4601
C -1.1125 3.5268 -1.8126
C 0.7685 3.9458 -0.4239
H 0.4965 0.9970 -3.2529
H -1.1391 1.0295 -2.5567
H 1.0061 4.5647 -2.9609
H 1.7294 3.0293 -3.4757
H 2.1708 1.7652 -0.1147
H 2.4147 1.4120 -1.8268
H -0.0456 1.7833 0.8164
H -1.4483 1.4652 -0.2227
H -1.1969 4.5926 -2.0279
H -2.1064 3.0789 -1.8594
H 1.1893 3.8136 0.5742
H 0.6910 5.0133 -0.6338
*
```

[8]
A 3-piece molecular cluster, C20H22O3 overall at a distorted geometry. Source: OMol25; level of theory: wB97M-V/def2-TZVPD.

Its frontier orbital gap is 8.9 eV. The value obtained for the energy is -27238.593 eV. The calculation puts the energy above the lowest of the compared OMol25 structures with the same formula, charge and spin at 153.74 kJ/mol.

```
! wB97M-V def2-TZVPD RIJCOSX def2/J DEFGRID3
* xyz 0 1
C -2.2831 5.7474 1.4606
C -2.2622 4.6657 2.5591
C -3.7410 4.4672 2.9895
C -1.7659 3.2878 2.0815
C -0.2801 3.1859 1.8403
C 0.6024 3.9993 1.2939
C 1.9090 3.2247 1.3409
O 2.8431 3.2879 0.6835
O 1.7480 2.2841 2.3632
C 0.4283 1.8966 2.2425
O -0.0069 0.8520 2.4329
H -1.2980 6.0220 1.0770
H -2.9642 5.4867 0.6422
H -2.7034 6.6556 1.9118
H -1.6792 5.0565 3.4006
H -4.2005 3.8582 2.1955
H -4.3004 5.4048 3.0034
H -3.8349 3.8797 3.9065
H -1.9912 2.5769 2.8861
H -2.3400 2.9888 1.1969
H 0.3930 4.9739 0.8860
C 2.2721 -3.4999 1.0968
C 1.4836 -4.4436 0.4518
C 0.1299 -4.2024 0.2578
C -0.4333 -3.0130 0.7012
C 0.3556 -2.0668 1.3434
C 1.7073 -2.3125 1.5446
H 3.3274 -3.6896 1.2504
H 1.9252 -5.3683 0.0996
H -0.4866 -4.9411 -0.2403
H -1.4883 -2.8229 0.5455
H -0.0812 -1.1400 1.6873
H 2.3210 -1.5767 2.0499
C 0.9431 -4.5515 -3.4090
C 1.6069 -3.3705 -3.1072
C 2.0590 -2.5478 -4.1304
C 1.8391 -2.9020 -5.4551
C 1.1720 -4.0817 -5.7564
C 0.7274 -4.9088 -4.7336
H 0.5934 -5.1944 -2.6106
H 1.7724 -3.0916 -2.0734
H 2.5826 -1.6294 -3.8952
H 2.1879 -2.2578 -6.2529
H 0.9990 -4.3573 -6.7895
H 0.2116 -5.8317 -4.9687
*
```

Look up the energy of the sixth one. -58963.857 eV

Which formula does entry 8 have? C20H22O3

Which value of energy does entry 5 give? -44036.540 eV

Look up the energy of the seventh one. -39659.926 eV